Record 1
# C44H42N5O3P2PtSe2

C44H42N5O3P2PtSe2 as an isolated structure (ωB97M-V/def2-TZVPD, the Open Molecules 2025 dataset).

Structure (XYZ):
```
99
Properties=species:S:1:pos:R:3:forces:R:3
Pt -0.6535 1.8678 2.0336 0.680 0.509 -0.307
N -0.5932 3.6901 3.0473 0.076 -0.208 -0.082
N -0.5966 3.3887 4.4347 -0.106 0.175 -0.057
C -0.1312 2.1047 4.8232 0.108 -0.082 -0.031
O 0.2053 1.9261 5.9620 -0.028 0.030 -0.012
O -0.1288 1.2144 3.8653 -0.359 -0.173 0.303
H 0.2780 4.1351 2.7498 -0.004 0.028 0.083
H -1.3635 4.3232 2.8473 -0.045 -0.084 -0.041
H -0.2967 4.1469 5.0314 0.056 -0.051 0.022
Se -0.3123 -4.9471 -0.3315 0.018 -0.076 -0.014
P -0.9005 -3.1525 -1.1955 -0.036 0.041 -0.108
C -2.6458 -3.1264 -1.6911 0.017 0.056 0.023
C -3.5944 -2.3412 -1.0406 0.062 0.070 -0.048
C -4.9378 -2.4465 -1.3698 -0.014 0.025 -0.041
C -5.3442 -3.3339 -2.3545 -0.007 0.010 0.000
C -4.4076 -4.1376 -2.9920 0.030 -0.003 0.010
C -3.0680 -4.0483 -2.6496 -0.016 -0.041 -0.029
C 0.1372 -2.7102 -2.6227 0.036 0.068 0.058
C -0.2532 -2.8292 -3.9530 -0.133 0.029 0.005
C 0.6560 -2.5894 -4.9752 -0.019 0.009 0.020
C 1.9608 -2.2325 -4.6751 0.011 -0.033 0.041
C 2.3625 -2.1274 -3.3491 -0.049 -0.194 -0.036
C 1.4601 -2.3760 -2.3295 -0.012 -0.011 -0.071
C -0.7103 -1.7233 -0.0589 -0.054 0.066 0.022
C -0.8202 -0.3278 -0.0947 0.190 -0.114 0.072
N -0.5432 0.0615 1.1872 -0.403 0.244 -0.064
N -0.3130 -0.9891 1.9442 0.147 0.082 0.079
N -0.4020 -2.0591 1.2156 -0.021 -0.084 -0.117
P -0.9574 0.9682 -1.3246 0.092 0.129 0.298
Se -0.8162 2.8504 -0.1677 -0.137 -0.053 -0.364
C -2.4772 0.9630 -2.2701 0.045 -0.063 0.010
C -2.5974 0.1086 -3.3635 -0.084 -0.022 -0.018
C -3.7715 0.0837 -4.0944 -0.034 -0.079 -0.001
C -4.8300 0.9047 -3.7307 -0.021 -0.008 -0.002
C -4.7129 1.7580 -2.6431 0.026 0.003 0.026
C -3.5351 1.7962 -1.9127 -0.080 -0.021 0.038
C 0.4874 0.9186 -2.3811 -0.003 -0.082 -0.013
C 1.7186 0.7404 -1.7455 0.040 0.104 -0.025
C 2.8858 0.8335 -2.4784 -0.033 0.176 0.026
C 2.8277 1.1048 -3.8415 -0.016 0.068 0.042
C 1.6056 1.2771 -4.4713 0.022 -0.002 0.009
C 0.4262 1.1897 -3.7431 0.049 0.023 -0.007
H -3.2957 -1.6574 -0.2571 0.030 0.030 0.013
H -5.6673 -1.8409 -0.8475 0.003 -0.001 -0.001
H -6.3928 -3.4192 -2.6090 0.005 0.002 0.003
H -4.7243 -4.8565 -3.7361 0.002 0.006 0.000
H -2.3520 -4.7263 -3.0989 -0.018 -0.003 0.016
H -1.2605 -3.1339 -4.2045 -0.016 0.089 0.005
H 0.3437 -2.6960 -6.0061 0.001 0.001 0.005
H 2.6705 -2.0529 -5.4721 0.003 0.007 -0.010
H 3.3853 -1.8670 -3.1098 -0.015 -0.039 -0.013
H 1.7855 -2.3312 -1.2958 0.005 0.007 0.009
H -1.7705 -0.5185 -3.6489 0.144 -0.265 -0.055
H -3.8626 -0.5826 -4.9421 0.005 0.012 0.009
H -5.7494 0.8830 -4.3009 0.006 0.000 -0.001
H -5.5352 2.4044 -2.3680 0.001 -0.003 0.004
H -3.4360 2.4757 -1.0765 -0.006 -0.009 -0.018
H 1.7625 0.5410 -0.6801 -0.003 -0.007 -0.002
H 3.8406 0.6964 -1.9867 0.006 0.001 0.006
H 3.7426 1.1805 -4.4145 0.006 -0.004 -0.006
H 1.5643 1.4849 -5.5319 0.002 0.001 -0.001
H -0.5247 1.3454 -4.2350 0.042 0.025 -0.001
C 7.8724 -0.0194 1.2274 -0.006 -0.005 0.003
C 6.4328 0.2959 1.5090 0.008 -0.001 0.001
C 5.6496 -0.5582 2.2743 -0.006 -0.016 -0.007
C 4.3201 -0.2774 2.5469 -0.007 -0.074 0.050
C 3.5291 -1.2527 3.3848 0.012 0.013 -0.014
C 3.7591 0.9090 2.0244 -0.072 0.068 -0.010
C 2.3626 1.1483 2.3031 0.063 -0.115 -0.105
O 1.6901 2.0828 1.8432 -0.271 0.013 0.123
C 4.5420 1.7964 1.2450 0.000 0.024 -0.036
C 4.0088 3.0861 0.6841 -0.001 -0.012 0.006
C 5.8617 1.4648 1.0052 -0.001 0.009 -0.005
H 8.1718 -0.9613 1.6821 -0.001 0.000 0.000
H 8.5192 0.7695 1.6142 -0.001 0.003 -0.001
H 8.0490 -0.0849 0.1527 0.000 0.005 -0.001
H 6.0877 -1.4664 2.6699 -0.001 0.000 0.000
H 4.1519 -2.1060 3.6433 0.002 0.003 0.003
H 2.6507 -1.6313 2.8599 -0.003 -0.010 -0.002
H 3.1841 -0.7996 4.3157 -0.002 0.003 -0.004
H 1.8580 0.4216 2.9457 -0.033 0.000 0.035
H 3.6380 3.7362 1.4772 0.002 0.000 0.005
H 3.1710 2.9195 0.0067 -0.004 -0.018 -0.017
H 4.7982 3.6101 0.1478 -0.002 0.000 0.000
H 6.4740 2.1389 0.4167 0.002 0.000 0.000
C -2.7448 1.7659 2.0571 0.286 -0.183 0.358
C -3.1549 1.0545 3.2853 0.088 -0.103 0.004
C -3.1722 -0.3421 3.3029 -0.058 0.082 0.009
C -3.3922 -1.0245 4.4847 -0.034 -0.003 0.042
C -3.6055 -0.3191 5.6628 0.004 -0.013 -0.028
C -3.6331 1.0686 5.6485 -0.039 0.004 -0.001
C -3.4133 1.7523 4.4646 -0.054 -0.021 -0.006
H -3.0698 2.8041 2.0131 -0.107 -0.020 -0.054
H -3.0053 1.2328 1.1451 -0.060 0.062 -0.015
H -3.0032 -0.8961 2.3864 0.057 0.003 0.006
H -3.3853 -2.1061 4.4914 -0.003 -0.002 0.000
H -3.7566 -0.8520 6.5918 -0.011 -0.002 0.000
H -3.8212 1.6170 6.5617 0.002 -0.002 0.001
H -3.4458 2.8358 4.4555 0.059 0.001 0.003
```
Positions in Å, forces in eV/Å.

Computed properties:
Kohn-Sham gap in eV: 6.49
Total charge: +1


Record 2
# C2H4N2O2S

An isolated molecule of C2H4N2O2S (ωB97M-V/def2-TZVPD, the Open Molecules 2025 dataset).

Structure (XYZ):
```
11
Properties=species:S:1:pos:R:3:forces:R:3
C 1.4430 -1.0662 -0.7406 -1.125 1.572 0.587
C -0.0885 0.5957 0.2183 -1.169 -2.235 1.303
N 2.6677 -1.5129 -0.8508 2.223 -1.715 -0.632
N 1.1191 -0.1447 0.0873 0.719 0.893 0.953
O 3.3302 1.4458 0.1705 -1.427 2.523 -0.477
O 3.6903 -1.0143 -0.0835 -0.515 -1.158 -0.331
S 4.2392 0.3946 0.4307 1.047 -1.329 0.563
H 0.7945 -1.5875 -1.4311 -0.340 -0.049 -0.316
H 0.1241 1.6193 0.5016 -0.026 0.105 -0.141
H -0.7676 0.4741 -0.6128 -0.205 0.432 -0.599
H -0.6672 0.0936 1.0840 0.818 0.961 -0.910
```
Positions in Å, forces in eV/Å.

Computed properties:
Kohn-Sham gap (alpha / beta) in eV: 6.73 / 8.70
Total charge: 0